Entry A
A cluster of 2 separate species, C4H8N2O2S2 in total. Source: the Open Molecules 2025 dataset; level of theory: wB97M-V/def2-TZVPD.

Properties
Lowest unoccupied orbital energy (alpha / beta): -0.66 / -0.26 eV
HOMO level (alpha / beta): -9.2 / -7.8 eV
2S+1: 1

Each line ends with the natural charge from an NBO analysis.
Element x y z (Å)
C  1.386  1.711  -0.654  0.777
C  0.105  -0.206  -0.210  -0.106
C  -2.869  0.172  0.465  -0.520
C  -0.120  -1.642  -0.432  -0.554
N  0.601  0.669  -1.205  -0.626
N  1.205  1.703  0.712  -0.873
O  1.980  2.373  -1.463  -0.590
O  1.154  -0.617  2.004  -0.941
S  1.650  -2.265  -0.726  -0.061
S  0.259  0.355  1.391  1.459
H  -3.375  -0.219  -0.390  0.174
H  -3.051  1.217  0.787  0.178
H  -2.469  -0.485  1.248  0.162
H  -0.729  -1.893  -1.365  0.251
H  -0.496  -2.040  0.541  0.247
H  0.787  0.401  -2.193  0.439
H  1.897  2.289  1.214  0.437
H  2.084  -1.521  0.276  0.148


Entry B
A cluster of 2 separate species, C4H8N2O2S2 in total. Source: the Open Molecules 2025 dataset; level of theory: wB97M-V/def2-TZVPD.

Properties
Lowest unoccupied orbital energy: 0.58 eV
HOMO level: -9.2 eV
2S+1: 1

Each line ends with the natural charge from an NBO analysis.
Element x y z (Å)
C  -2.344  -0.122  -2.878  -0.258
C  -2.290  -0.938  -2.016  -0.202
C  0.046  -1.798  -1.252  0.206
C  0.936  -2.500  -0.240  -0.685
N  0.529  -1.203  -2.183  -0.648
N  0.332  2.206  0.116  -1.112
O  0.914  0.264  1.691  -0.964
O  2.427  2.101  1.472  -0.908
S  -1.704  -1.867  -0.708  0.253
S  1.503  1.055  0.651  1.699
H  2.116  2.419  2.293  0.494
H  -2.286  0.581  -3.605  0.227
H  1.903  -2.392  -0.659  0.244
H  0.348  -3.544  -0.175  0.229
H  0.813  -1.802  0.564  0.258
H  -0.122  -0.532  -2.765  0.368
H  0.200  2.476  -0.827  0.398
H  -0.512  2.451  0.683  0.400


Relative energies, eV: entry A 0.083; entry B 0.000.


Entry A
An isolated molecule of C20H30N2O2. Source: the Open Molecules 2025 dataset; level of theory: wB97M-V/def2-TZVPD.

Properties
SMILES: CC(C)(C)OC(=O)N[C@@H]1C[C@H]2CCC[C@@H](C1)N2Cc1ccccc1
Lowest unoccupied orbital energy: 0.75 eV
HOMO level: -8.2 eV
2S+1: 1

Each line ends with the natural charge from an NBO analysis.
Element x y z (Å)
C  2.075  -3.289  3.300  -0.645
H  1.276  -3.933  2.938  0.210
H  1.679  -2.641  4.077  0.245
H  2.865  -3.905  3.720  0.211
C  2.632  -2.448  2.152  0.276
C  3.719  -1.495  2.648  -0.645
H  3.318  -0.844  3.419  0.245
H  4.548  -2.065  3.060  0.211
H  4.085  -0.883  1.825  0.208
C  3.177  -3.351  1.043  -0.614
H  3.534  -2.747  0.213  0.213
H  3.997  -3.952  1.423  0.213
H  2.393  -4.009  0.679  0.213
O  1.572  -1.707  1.506  -0.547
C  0.848  -0.810  2.200  0.901
O  0.999  -0.515  3.363  -0.668
N  -0.130  -0.267  1.436  -0.628
H  -0.629  0.497  1.868  0.404
C  -0.281  -0.431  0.000  -0.057
H  0.137  -1.411  -0.225  0.222
C  0.504  0.662  -0.736  -0.437
H  1.569  0.429  -0.698  0.214
H  0.348  1.600  -0.199  0.217
C  0.074  0.869  -2.201  -0.036
N  -1.354  1.019  -2.364  -0.469
C  -1.942  2.332  -2.211  -0.219
C  -1.979  2.922  -0.818  -0.057
C  -0.920  3.686  -0.342  -0.214
C  -0.927  4.180  0.951  -0.209
C  -2.002  3.923  1.786  -0.221
C  -3.076  3.188  1.313  -0.217
C  -3.065  2.696  0.020  -0.173
H  -3.913  2.134  -0.347  0.203
H  -3.926  3.000  1.953  0.213
H  -2.007  4.304  2.796  0.217
H  -0.094  4.767  1.307  0.216
H  -0.084  3.902  -0.994  0.211
H  -2.965  2.264  -2.596  0.202
H  -1.380  3.006  -2.868  0.202
C  -2.056  -0.128  -1.838  -0.035
C  -1.769  -0.390  -0.346  -0.428
H  -2.243  -1.325  -0.044  0.214
H  -2.226  0.416  0.232  0.211
C  -1.731  -1.319  -2.754  -0.400
C  -0.232  -1.568  -2.908  -0.403
H  0.161  -2.076  -2.030  0.194
C  0.520  -0.260  -3.144  -0.399
H  1.595  -0.422  -3.044  0.203
H  0.322  0.078  -4.163  0.207
H  -0.067  -2.233  -3.759  0.211
H  -2.224  -2.217  -2.380  0.203
H  -2.147  -1.088  -3.736  0.207
H  -3.132  0.068  -1.931  0.203
H  0.550  1.792  -2.553  0.203


Entry B
An isolated molecule of C20H30N2O2. Source: the Open Molecules 2025 dataset; level of theory: wB97M-V/def2-TZVPD.

Properties
SMILES: CC(C)N1CCN(Cc2ccc(C#CCCO)cc2)C[C@@H]1CCO
Lowest unoccupied orbital energy: 0.60 eV
HOMO level: -8.1 eV
2S+1: 1

Each line ends with the natural charge from an NBO analysis.
Element x y z (Å)
C  -0.024  2.030  -0.471  -0.640
H  -0.295  2.096  0.580  0.204
H  -0.494  1.144  -0.895  0.211
H  -0.424  2.903  -0.980  0.218
C  1.500  1.992  -0.652  -0.043
N  2.154  0.756  -0.195  -0.492
C  1.877  0.474  1.209  -0.239
C  2.714  -0.705  1.712  -0.222
N  2.525  -1.913  0.944  -0.443
C  2.696  -1.620  -0.458  -0.220
H  2.470  -2.515  -1.040  0.199
C  1.865  -0.437  -1.004  -0.072
C  2.171  -0.267  -2.502  -0.436
H  1.521  0.497  -2.930  0.208
H  1.925  -1.209  -2.998  0.214
C  3.633  0.069  -2.825  -0.059
O  4.124  1.194  -2.149  -0.745
H  3.824  1.125  -1.226  0.489
H  3.724  0.289  -3.894  0.179
H  4.267  -0.806  -2.613  0.148
H  0.795  -0.701  -0.919  0.189
H  3.758  -1.383  -0.586  0.198
C  1.446  -2.806  1.328  -0.223
C  0.032  -2.322  1.107  -0.051
C  -0.617  -2.553  -0.102  -0.165
C  -1.880  -2.049  -0.340  -0.183
C  -2.532  -1.304  0.643  -0.123
C  -1.902  -1.097  1.870  -0.178
C  -0.638  -1.606  2.094  -0.209
H  -0.161  -1.443  3.051  0.213
H  -2.410  -0.536  2.642  0.220
C  -3.816  -0.762  0.398  -0.035
C  -4.913  -0.325  0.165  0.021
C  -6.204  0.291  -0.060  -0.509
H  -6.997  -0.435  0.135  0.236
H  -6.274  0.614  -1.103  0.238
C  -6.386  1.507  0.863  -0.040
O  -5.461  2.529  0.593  -0.714
H  -4.574  2.151  0.632  0.471
H  -7.373  1.949  0.707  0.183
H  -6.307  1.183  1.912  0.160
H  -2.372  -2.226  -1.285  0.220
H  -0.122  -3.132  -0.869  0.205
H  1.590  -3.027  2.391  0.203
H  1.599  -3.734  0.767  0.202
H  2.484  -0.900  2.761  0.199
H  3.776  -0.439  1.635  0.197
H  2.136  1.355  1.796  0.206
H  0.812  0.248  1.367  0.181
C  2.142  3.212  0.013  -0.613
H  1.844  4.109  -0.525  0.216
H  1.828  3.324  1.048  0.197
H  3.225  3.134  -0.024  0.218
H  1.718  2.076  -1.718  0.211


Relative energies, eV: entry A 0.000; entry B 3.416.